Version 1
{"formula": "C7H10O", "method": "wB97M-V/def2-TZVPD", "homo_ev": -8.776, "total_charge": 0, "symbols": ["C", "O", "C", "C", "C", "C", "C", "C", "H", "H", "H", "H", "H", "H", "H", "H", "H", "H"], "coordinates": [[-1.22, 1.49, 0.00], [0.21, 1.61, -0.05], [0.80, 0.20, -0.13], [1.80, -0.43, 0.79], [2.15, -0.07, -0.59], [-0.43, -0.65, -0.60], [-1.66, -1.29, -0.10], [-1.45, 0.07, 0.45], [-1.59, 2.23, 0.76], [-1.70, 1.81, -0.98], [2.02, 0.21, 1.67], [1.64, -1.47, 1.10], [2.35, -0.71, -1.47], [2.74, 0.82, -0.60], [-0.69, -0.15, -1.54], [-2.40, -1.56, -0.82], [-1.59, -2.04, 0.70], [-0.99, -0.06, 1.43]]}

***

Version 2
{"formula": "C7H10O", "method": "wB97M-V/def2-TZVPD", "homo_ev": -9.332, "total_charge": 0, "symbols": ["C", "C", "C", "C", "C", "C", "C", "H", "H", "H", "H", "H", "H", "H", "H", "H", "H", "O"], "coordinates": [[-2.01, 0.55, 0.25], [-0.57, -0.68, 0.14], [0.93, -1.01, -0.37], [1.39, -0.28, 1.01], [1.00, 1.08, 0.35], [1.64, 0.30, -0.97], [-0.52, 0.81, -0.21], [-2.18, 0.45, 1.31], [-2.92, 1.24, -0.12], [-0.59, -1.02, 1.08], [1.58, -2.08, -0.33], [2.49, -0.32, 1.21], [0.88, -0.58, 1.91], [1.14, 2.08, 0.65], [1.54, 0.51, -1.99], [2.72, 0.14, -0.54], [-0.76, 0.90, -1.37], [-1.88, -0.74, -0.38]]}

***

Which one sits at the bottom of the stability order? version 2 does.

***

Version 1
{"formula": "C7H10O", "method": "wB97M-V/def2-TZVPD", "homo_ev": -8.858, "total_charge": 0, "symbols": ["C", "C", "C", "C", "C", "C", "C", "O", "H", "H", "H", "H", "H", "H", "H", "H", "H", "H"], "coordinates": [[-1.95, 0.38, -0.28], [-1.45, -0.15, 0.88], [0.25, 0.15, 1.29], [1.41, -0.74, 1.03], [1.62, -0.67, -0.54], [0.33, -0.07, -0.82], [-0.99, 0.28, -1.62], [0.40, 0.99, 0.07], [-2.89, 0.72, -0.38], [-2.01, -0.34, 1.76], [-0.12, 0.74, 2.10], [2.25, -0.45, 1.53], [1.04, -1.84, 1.16], [2.63, -0.12, -0.52], [2.28, -1.66, -0.92], [0.02, -0.88, -0.32], [-0.50, 1.22, -2.09], [-1.29, -0.34, -2.59]]}

***

Version 2
{"formula": "C7H10O", "method": "wB97M-V/def2-TZVPD", "homo_ev": -8.769, "total_charge": 0, "symbols": ["C", "C", "C", "C", "C", "C", "C", "H", "H", "H", "H", "H", "H", "H", "H", "H", "H", "O"], "coordinates": [[-1.05, -1.46, 1.26], [-0.94, -0.06, 0.72], [-0.05, -0.03, -0.76], [1.14, 0.59, -0.71], [1.55, 1.46, 0.38], [-0.74, -0.32, -2.00], [-1.53, -0.72, -2.82], [-1.27, -1.40, 2.60], [-2.17, -2.04, 0.67], [0.00, -1.99, 0.84], [-1.83, 0.45, 0.14], [-0.53, 0.57, 1.31], [1.85, 0.47, -1.53], [2.68, 1.74, 0.19], [0.92, 2.29, 0.59], [2.57, 0.12, 1.54], [-2.34, -0.48, -3.91], [1.74, 0.81, 1.49]]}

***

Which one sits at the bottom of the stability order? version 2 does.

***

Version 1
{"formula": "C5H15N2O2", "method": "wB97M-V/def2-TZVPD", "homo_ev": -3.563, "total_charge": -1, "symbols": ["C", "N", "C", "C", "C", "N", "C", "O", "H", "H", "H", "H", "H", "H", "H", "H", "H", "H", "H", "H", "H", "H", "H", "O"], "coordinates": [[-0.56, 0.84, 1.44], [-1.94, 0.34, 1.55], [-2.13, -1.10, 1.18], [0.19, 0.50, 0.07], [-0.12, 1.65, -0.85], [1.60, 0.47, 0.39], [2.41, -0.51, -0.41], [2.19, -0.43, -1.77], [-0.02, 0.29, 2.21], [-0.62, 1.89, 1.66], [-2.62, 0.89, 1.04], [-1.23, -1.68, 1.28], [-2.42, -1.31, 0.13], [-2.99, -1.29, 1.82], [-0.21, -0.49, -0.15], [0.14, 2.64, -0.44], [-1.22, 1.81, -1.01], [0.16, 1.63, -1.91], [2.05, 1.37, 0.38], [2.07, -1.45, 0.05], [3.48, -0.24, -0.31], [0.57, -2.76, -2.14], [1.02, -1.19, -1.99], [0.21, -1.87, -2.23]]}

***

Version 2
{"formula": "C5H15N2O2", "method": "wB97M-V/def2-TZVPD", "homo_ev": -3.420, "total_charge": -1, "symbols": ["N", "C", "C", "N", "C", "C", "C", "O", "H", "H", "H", "H", "H", "H", "H", "H", "H", "H", "H", "H", "H", "H", "H", "O"], "coordinates": [[-2.78, -0.22, -1.38], [-1.84, -0.52, -0.27], [-1.57, 0.77, 0.51], [-0.22, 0.90, 1.16], [0.22, -0.43, 1.67], [0.81, 1.55, 0.26], [1.43, 0.86, -0.99], [2.56, 0.03, -0.71], [-3.11, -1.02, -1.76], [-2.45, 0.18, -2.20], [-0.95, -1.02, -0.68], [-2.26, -1.29, 0.33], [-2.20, 0.96, 1.39], [-1.92, 1.66, 0.01], [0.93, -1.04, 1.19], [-0.50, -1.22, 1.91], [0.72, -0.22, 2.59], [0.59, 2.67, 0.27], [1.77, 1.67, 1.00], [1.74, 1.77, -1.64], [0.74, 0.25, -1.47], [3.32, -2.27, 0.04], [2.28, -1.49, -0.73], [2.68, -2.55, -0.51]]}

***

Which one sits at the bottom of the stability order? version 2 does.